Computed, not measured: a cluster of 2 separate species, C15H10ClN2O3 in total at a distorted geometry, with wB97M-V/def2-TZVPD.

As for the total charge: -1. The total energy comes out at -1372.95444 Ha. For the highest occupied orbital energy, the calculation gives -3.14 eV. The HOMO-LUMO gap is 4.288 eV.

```
31
C15H10ClN2O3 | the Open Molecules 2025 dataset | wB97M-V/def2-TZVPD
C 2.419 1.011 2.609
H 4.208 2.270 -0.009
N 5.830 0.186 2.311
C -0.294 2.942 0.835
H 0.324 1.372 2.985
H -1.789 1.288 -2.627
H -1.469 2.324 2.537
C 4.792 0.672 2.066
C -5.153 0.431 -0.858
H -0.320 3.532 -0.085
C -3.937 1.272 -2.801
C -2.741 1.067 -2.150
C -5.154 0.972 -2.158
C -1.419 2.896 1.613
H -3.941 -0.195 0.810
O -1.623 0.696 -0.082
H 1.974 3.256 -0.528
C 2.116 2.618 0.347
H 2.552 0.378 3.487
Cl -6.634 1.257 -2.962
C 0.989 2.372 1.178
C 3.515 1.257 1.771
C 1.175 1.563 2.328
O -3.637 3.473 1.878
C 3.353 2.072 0.638
O -2.501 4.165 0.110
H -6.100 0.180 -0.385
N -2.578 3.534 1.197
C -3.964 0.222 -0.195
H -3.951 1.667 -3.813
C -2.684 0.645 -0.756
```

Computed, not measured: a structure of composition C15H10F6N3NiO10S2 at a distorted geometry, with wB97M-V/def2-TZVPD.

As for the total charge: -1. The total energy comes out at -4398.29204 Ha. The value obtained for the energy above the lowest of the compared OMol25 structures with the same formula, charge and spin is 1.429 eV. For the highest occupied orbital energy (alpha / beta), the calculation gives -5.38 / -5.38 eV. As for the spin multiplicity: 3. The HOMO-LUMO gap (alpha / beta) is 7.816 / 7.562 eV.

```
47
C15H10F6N3NiO10S2 | the Open Molecules 2025 dataset | wB97M-V/def2-TZVPD
S 1.510 -0.307 -2.027
F -1.412 -0.332 -4.626
H 5.018 2.756 3.696
H 1.529 1.228 0.825
N -0.512 0.251 2.231
O -1.560 2.228 2.686
C 3.171 -0.587 -2.897
C -0.945 1.252 3.069
Ni -0.170 -0.156 0.208
O 3.352 1.888 2.857
O -0.946 3.778 -0.918
C 0.003 -0.085 4.878
S -0.794 -1.693 -2.413
F 4.064 0.352 -2.560
H 1.875 -2.457 3.985
C 1.535 2.247 1.204
H 0.030 5.236 0.739
N 0.303 -1.083 4.001
H 0.937 -2.388 5.500
C 0.671 3.224 0.710
C 3.922 2.754 3.808
F -1.711 0.815 -2.828
O 1.206 1.050 -2.327
C -1.802 -0.394 -3.346
H 0.271 -0.261 5.912
C 0.071 -0.876 2.652
H 0.260 -3.156 4.039
C -0.596 1.047 4.480
O 0.390 -1.742 1.818
C 2.410 2.638 2.186
C -0.440 2.861 -0.296
O -0.736 1.639 -0.354
O -1.129 -1.477 -1.026
O 1.785 -0.636 -0.651
C 2.461 3.953 2.648
F 3.049 -0.541 -4.224
H -0.854 1.829 5.176
O 3.428 4.061 3.623
N 0.690 -1.388 -2.814
O -1.231 -2.932 -2.964
C 1.633 4.925 2.144
C 0.730 4.532 1.161
H 3.656 2.411 4.825
H 1.669 5.936 2.512
F -3.094 -0.748 -3.346
F 3.717 -1.764 -2.590
C 0.879 -2.340 4.413
```

Computed, not measured: a structure of composition C15H11AsClF6O8ReS2 at a distorted geometry, with wB97M-V/def2-TZVPD.

As for the total charge: +1. The total energy comes out at -5349.72581 Ha. The value obtained for the energy above the lowest of the compared OMol25 structures with the same formula, charge and spin is 0.755 eV. For the highest occupied orbital energy (alpha / beta), the calculation gives -13.29 / -13.22 eV. As for the spin multiplicity: 2. The HOMO-LUMO gap (alpha / beta) is 7.538 / 7.499 eV.

```
45
C15H11AsClF6O8ReS2 | the Open Molecules 2025 dataset | wB97M-V/def2-TZVPD
C -3.316 -3.111 -2.774
C -0.444 -1.128 -0.448
C -2.052 -1.129 -2.297
Cl -3.803 1.421 2.987
F -0.326 5.370 -2.293
F -1.824 3.277 -2.622
F -0.559 3.516 -0.591
O 0.310 -1.956 2.866
O -3.209 -0.401 0.640
H -1.801 -0.103 -2.513
C -2.615 -3.816 -1.798
Re -0.159 0.923 -0.332
C -3.618 1.904 1.300
O 1.798 0.048 -0.636
C 4.392 -1.277 3.481
F 1.522 3.572 -1.921
F 0.213 3.551 -4.003
H -4.086 -3.607 -3.345
H -3.000 2.799 1.228
C 4.514 0.497 1.868
H 2.511 -2.321 3.559
C -1.351 -1.820 -1.273
H 6.113 -0.037 3.189
O -2.043 1.231 -0.305
S 0.745 -1.058 1.867
S 2.606 1.128 0.027
H -1.109 -3.714 -0.277
H -2.841 -4.858 -1.630
F -0.054 1.575 -2.269
H 4.843 -1.872 4.259
O 0.290 -1.807 0.405
C 5.103 -0.251 2.879
C -2.957 0.764 0.532
O 0.033 0.216 1.759
As -0.142 3.687 -2.330
O 1.574 2.082 0.453
C 3.086 -1.539 3.093
H -4.607 2.085 0.875
C -3.027 -1.771 -3.025
H 5.056 1.275 1.353
C -1.646 -3.190 -1.052
C 3.209 0.243 1.475
H -3.570 -1.234 -3.789
C 2.503 -0.773 2.095
O 3.737 1.613 -0.664
```

Computed, not measured: a structure of composition C15H11Br2MnN3O5S at a distorted geometry, with wB97M-V/def2-TZVPD.

As for the total charge: +2. The total energy comes out at -7815.28697 Ha. For the highest occupied orbital energy (alpha / beta), the calculation gives -14.95 / -14.96 eV. As for the spin multiplicity: 2. The HOMO-LUMO gap (alpha / beta) is 5.323 / 6.503 eV.

```
38
C15H11Br2MnN3O5S | the Open Molecules 2025 dataset | wB97M-V/def2-TZVPD
H 0.818 -5.780 0.349
Mn 0.265 0.458 -0.537
O -3.405 4.331 2.178
H 3.670 3.139 -1.980
C 0.704 -2.462 -0.529
C -2.610 3.424 1.685
C -2.276 1.660 0.081
H -0.833 3.806 2.902
H 1.411 -1.641 -2.408
O -3.647 0.789 -1.716
S -0.421 0.547 -2.576
Br 2.876 0.753 -1.717
C -1.284 3.209 2.119
H -0.720 -1.362 2.129
C -3.104 2.613 0.638
O -1.503 0.006 -1.467
C -2.657 0.847 -1.093
C 0.528 -3.643 0.225
C 1.562 -4.912 -1.480
H -4.111 2.760 0.274
C 1.288 -2.521 -1.795
C -0.540 2.226 1.504
O 1.279 0.970 0.865
C -0.267 -1.927 1.336
C 3.061 2.628 -1.236
C 1.718 -3.756 -2.246
N -0.095 -3.248 1.384
C 0.945 1.927 1.706
H -3.019 4.874 2.885
H 2.187 -3.828 -3.215
Br 1.306 3.426 -1.214
H 1.916 -5.853 -1.872
H -0.351 -3.863 2.145
N 0.197 -1.403 0.208
N -1.015 1.471 0.509
O 1.680 2.524 2.431
H 3.490 2.693 -0.237
C 0.956 -4.883 -0.236
```